ORCA calculation (ωB97M-V with the def2-TZVPD basis set) on a cluster of 12 separate species, C7H36O11 in total at a distorted geometry.

Structure (ORCA input):
```
! RIJCOSX wB97M-V def2-TZVPD def2/J DEFGRID3
* xyz 0 1
C -2.39733 1.21815 2.04325
C -2.42068 -0.25232 1.88469
C -2.05041 -0.75770 0.46717
C -0.57245 -0.44680 0.16378
C 0.08559 -1.45238 -0.76004
C -0.65138 -1.43321 -2.04883
C -0.19225 -1.92508 -3.20302
H -3.24397 1.86762 1.85478
H -2.08855 1.32815 3.11728
H -1.52785 1.76157 1.66098
H -3.47476 -0.55478 2.05572
H -1.91922 -0.86568 2.65794
H -2.71143 -0.40268 -0.29155
H -2.26488 -1.82415 0.51639
H -0.57937 0.47480 -0.48462
H 0.03018 -0.23802 1.07880
H 1.18175 -1.16900 -0.96881
H 0.18705 -2.52041 -0.49124
H -1.68583 -1.18781 -2.03977
H 0.91182 -2.33842 -3.28582
H -0.84100 -2.18619 -3.99839
H 1.85737 2.23393 0.03823
H 1.16082 1.25343 -0.85703
O 2.07469 1.55020 -0.61919
H 4.11007 -0.15884 -2.26048
H 3.42155 0.35597 -0.97081
O 4.10684 -0.23473 -1.30782
H -1.10593 -4.41585 0.26408
H -1.62058 -3.02955 0.42843
O -1.55178 -3.86477 0.91836
H 1.23748 -3.09313 2.52897
H -0.19740 -3.11113 2.76440
O 0.59211 -2.69587 3.13941
H 0.97466 -0.86693 3.10719
H 2.40059 -0.38104 2.82417
O 1.48034 -0.18204 2.60086
H -0.16574 3.92328 0.39115
H 0.39198 3.43038 1.83701
O 0.45347 3.37540 0.88061
H 1.92482 -3.44014 -1.74320
H 2.55612 -2.38381 -0.86920
O 2.25320 -3.29964 -0.85375
H -1.48946 1.74648 -3.20438
H 0.04174 2.22926 -3.16462
O -0.85187 2.36305 -2.82093
H 2.25145 1.54726 -3.16637
H 2.38485 2.89935 -2.68440
O 1.81751 2.38937 -3.35034
H -2.30323 2.67869 -0.48182
H -2.27611 3.15774 -1.90249
O -2.90088 2.88527 -1.20339
H 1.07156 2.26881 2.59478
H 0.97506 1.40934 3.63901
O 1.14967 2.36459 3.57485
*
```

Summary:
* E_tot: -1115.8554 hartree
* SMILES: C=CCCCCC.O.O.O.O.O.O.O.O.O.O.O
* frontier orbital gap: 0.373 Eh
* energy relative to the best compared isomer or geometry (same formula, charge and spin): 2.924 eV